{
  "formula": "C3H2N4",
  "method": "ωB97M-V with the def2-TZVPD basis set",
  "homo_energy_ev": -10.42,
  "lumo_ev": 0.39,
  "total_charge": 0,
  "e_above_lowest_kj_mol": 30.6,
  "spin_multiplicity": 1,
  "homo_lumo_gap_ev": 10.8165,
  "smiles": "N#Cc1nc[nH]n1",
  "species": ["N", "C", "C", "N", "C", "N", "N", "H", "H"],
  "xyz": [[3.36736, -0.03238, 0.04731], [2.20445, -0.10422, -0.06477], [0.78246, -0.11246, -0.14365], [0.15120, 1.08414, -0.15963], [-1.14622, 0.73345, -0.00763], [-1.25923, -0.60118, -0.01886], [-0.08412, -1.18084, -0.15093], [-1.94277, 1.38832, 0.18748], [-2.07313, -1.17484, 0.31068]],
  "forces_ev_per_a": [[-2.740, -0.201, -0.273], [2.945, -0.494, -0.014], [-2.385, -0.727, -0.738], [-1.883, -0.471, 0.903], [2.307, 0.013, -0.297], [-1.278, -0.201, 0.619], [2.692, 0.544, 0.785], [-0.858, 0.701, -0.077], [1.199, 0.836, -0.908]]
}

---

{
  "formula": "C3H2N4",
  "method": "ωB97M-V with the def2-TZVPD basis set",
  "homo_energy_ev": -10.50,
  "lumo_ev": 0.50,
  "total_charge": 0,
  "e_above_lowest_kj_mol": 71.0,
  "spin_multiplicity": 1,
  "homo_lumo_gap_ev": 11.0044,
  "smiles": "N#Cc1c[nH]nn1",
  "species": ["N", "C", "C", "C", "N", "N", "N", "H", "H"],
  "xyz": [[-0.58508, -3.00296, 0.85481], [-0.27015, -1.91638, 0.61564], [0.11513, -0.59070, 0.24994], [-0.66561, 0.51764, 0.03651], [0.22495, 1.43374, -0.41443], [1.46664, 0.91922, -0.47857], [1.41502, -0.29221, -0.06637], [-1.71355, 0.70955, 0.22570], [0.06461, 2.19919, -1.05148]],
  "forces_ev_per_a": [[0.249, 1.003, -0.150], [-0.286, -0.864, 0.303], [-0.045, 0.042, 0.052], [0.204, -0.153, -0.046], [-0.014, -0.177, -0.341], [-0.075, -0.236, -0.109], [-0.025, 0.046, 0.054], [0.229, -0.022, -0.269], [-0.237, 0.360, 0.505]]
}

---

{
  "formula": "C3H2N4O",
  "method": "ωB97M-V with the def2-TZVPD basis set",
  "homo_energy_ev": -10.19,
  "lumo_ev": -0.25,
  "total_charge": 0,
  "e_above_lowest_kj_mol": 321.6,
  "spin_multiplicity": 1,
  "homo_lumo_gap_ev": 9.9338,
  "species": ["C", "C", "C", "H", "H", "N", "N", "N", "N", "O"],
  "xyz": [[0.99278, 0.22297, 1.14547], [0.42890, 0.14494, -0.80195], [-0.22291, -0.35230, 0.38781], [1.56130, -0.53465, 1.76049], [0.72063, 1.01861, 1.82546], [-0.09435, 0.18871, -1.97346], [-1.36964, -0.27659, -1.89651], [-2.02948, -0.54028, -0.81266], [-1.44018, -0.50145, 0.48673], [1.45295, 0.63004, -0.12139]],
  "forces_ev_per_a": [[-1.587, -2.427, 2.060], [-1.892, -1.299, 1.140], [2.894, 1.761, -0.347], [0.091, 0.815, -1.271], [0.054, 0.549, -0.220], [1.350, 0.627, 0.567], [-1.995, -0.699, 1.121], [0.701, -0.024, -1.062], [-2.877, -0.696, -0.583], [3.260, 1.393, -1.404]]
}

---

{
  "formula": "C3H2N4O",
  "method": "ωB97M-V with the def2-TZVPD basis set",
  "homo_energy_ev": -9.62,
  "lumo_ev": -1.63,
  "total_charge": 0,
  "e_above_lowest_kj_mol": 264.2,
  "spin_multiplicity": 1,
  "homo_lumo_gap_ev": 7.9852,
  "smiles": "O=c1nnccnn1",
  "species": ["O", "C", "N", "N", "C", "C", "N", "N", "H", "H"],
  "xyz": [[-0.27566, -0.50376, 2.60718], [-0.53890, -0.41003, 1.47739], [-0.68440, -1.44884, 0.45712], [-0.03791, -1.45569, -0.57833], [0.69150, -0.34415, -1.04648], [0.44753, 0.98123, -0.63801], [-0.52537, 1.43485, 0.11192], [-1.15864, 0.70978, 0.92721], [1.15357, -0.59214, -1.98197], [0.92828, 1.62874, -1.33603]],
  "forces_ev_per_a": [[0.997, -0.773, 1.871], [-0.701, -0.291, -2.507], [-0.554, -0.361, 2.505], [1.043, 1.238, -2.200], [-1.617, -0.212, 1.900], [2.470, -2.876, -2.521], [-2.255, 0.112, 0.857], [-0.178, 1.674, 0.033], [0.627, 0.330, -0.094], [0.169, 1.159, 0.156]]
}

---

{
  "formula": "C3H2N4O",
  "method": "ωB97M-V with the def2-TZVPD basis set",
  "homo_energy_ev": -8.55,
  "lumo_ev": 0.37,
  "total_charge": 0,
  "e_above_lowest_kj_mol": 0.0,
  "spin_multiplicity": 1,
  "homo_lumo_gap_ev": 8.9243,
  "species": ["C", "C", "C", "H", "H", "N", "N", "N", "N", "O"],
  "xyz": [[1.41019, 0.37366, -0.03011], [-0.65047, 0.42476, -0.39295], [-0.51046, -0.57645, 0.74603], [2.49775, 0.43743, -0.13902], [1.37581, -0.97583, 1.73989], [0.60478, 0.80077, -0.89368], [-1.61410, 0.53027, -1.30088], [-2.50866, 0.64509, -1.93815], [0.81456, -0.50665, 0.98264], [-1.41941, -1.15305, 1.22622]],
  "forces_ev_per_a": [[1.306, -2.105, 1.223], [0.809, -0.445, -1.205], [-0.855, 2.493, -2.546], [-0.474, 0.043, 0.393], [-1.281, 0.734, -1.305], [-0.679, 0.906, 0.328], [0.669, -0.620, 2.211], [-1.092, 0.171, -1.087], [3.063, 0.740, 0.170], [-1.466, -1.918, 1.818]]
}

---

{
  "formula": "C3H2N4S",
  "method": "ωB97M-V with the def2-TZVPD basis set",
  "homo_energy_ev": -9.56,
  "lumo_ev": -1.34,
  "total_charge": 0,
  "e_above_lowest_kj_mol": 406.8,
  "spin_multiplicity": 1,
  "homo_lumo_gap_ev": 8.2212,
  "smiles": "S=c1cnncnn1",
  "species": ["S", "C", "C", "N", "N", "C", "N", "N", "H", "H"],
  "xyz": [[1.90458, -0.09541, -0.56360], [0.65859, -0.04165, 0.47405], [-0.23096, -1.18350, 0.98122], [-1.24240, -1.44024, 0.07851], [-1.49194, -0.55298, -0.90057], [-1.40784, 0.81347, -0.69701], [-0.79601, 1.57974, 0.46950], [0.23016, 1.05235, 0.95519], [0.26798, -1.83849, 1.76006], [-1.75885, 1.36310, -1.51049]],
  "forces_ev_per_a": [[-0.216, -0.438, 0.346], [2.535, -5.047, -1.389], [-0.432, -0.614, -3.854], [2.907, 0.701, 4.020], [-0.022, 4.363, 0.902], [1.808, -4.269, 1.957], [-1.697, -0.743, -1.806], [-2.676, 4.477, 1.640], [-1.604, 0.434, -0.951], [-0.603, 1.135, -0.866]]
}

---

{
  "formula": "C3H2NO2S",
  "method": "ωB97M-V with the def2-TZVPD basis set",
  "homo_energy_ev": -2.24,
  "lumo_ev": 3.84,
  "total_charge": -1,
  "e_above_lowest_kj_mol": 280.5,
  "spin_multiplicity": 1,
  "homo_lumo_gap_ev": 6.0775,
  "species": ["C", "C", "C", "N", "O", "O", "S", "H", "H"],
  "xyz": [[1.53357, 0.55208, -0.09421], [0.19568, -1.49714, 0.11206], [-1.16136, 0.78118, -0.26130], [1.06107, -0.73194, -0.14437], [-2.25173, 0.89552, -0.78296], [-0.40757, -2.45408, 0.26566], [0.18739, 1.70095, -0.61865], [1.75826, 0.72492, 0.92470], [-0.91530, 0.02851, 0.59908]],
  "forces_ev_per_a": [[0.474, 1.985, -0.942], [3.396, 1.976, -0.789], [-0.800, -0.405, 1.450], [-0.070, -1.135, -0.367], [-0.496, -0.364, 0.199], [-3.458, -4.294, 0.773], [1.626, 0.423, -0.411], [0.343, 0.728, 1.241], [-1.015, 1.085, -1.155]]
}

---

{
  "formula": "C3H2NO3",
  "method": "ωB97M-V with the def2-TZVPD basis set",
  "homo_energy_ev": [-16.82, -16.82],
  "lumo_ev": [-8.19, -8.19],
  "total_charge": 1,
  "e_above_lowest_kj_mol": 296.8,
  "spin_multiplicity": 1,
  "homo_lumo_gap_ev": [8.6307, 8.6306],
  "smiles": "O=C1OC=C[N+]1=O",
  "species": ["O", "C", "O", "C", "C", "N", "O", "H", "H"],
  "xyz": [[2.00387, -2.88761, -1.43106], [1.36341, -2.04792, -0.93799], [1.23758, -1.58196, 0.31300], [0.50431, -0.52693, 0.41686], [-0.02993, -0.08732, -0.77803], [0.39940, -0.88609, -1.76637], [0.14279, -0.89495, -2.93172], [0.36066, -0.11700, 1.33013], [-0.66796, 0.65453, -0.96107]],
  "forces_ev_per_a": [[-1.186, 1.145, 0.853], [0.467, 0.180, -2.278], [1.746, -2.245, 1.048], [-1.385, 0.690, -4.313], [1.994, -1.985, 1.475], [0.510, -1.813, -0.333], [0.522, -0.049, 1.183], [-0.301, 1.085, 2.898], [-2.366, 2.993, -0.533]]
}

---

{
  "formula": "C3H2NO3S",
  "method": "ωB97M-V with the def2-TZVPD basis set",
  "homo_energy_ev": [-1.20, -3.57],
  "lumo_ev": [3.27, 2.32],
  "total_charge": -1,
  "e_above_lowest_kj_mol": 38.6,
  "spin_multiplicity": 3,
  "homo_lumo_gap_ev": [4.4650, 5.8911],
  "species": ["C", "C", "C", "N", "O", "O", "O", "S", "H", "H"],
  "xyz": [[1.00258, -0.32701, -0.85665], [0.65602, 0.86338, -1.34631], [-0.25343, -0.72225, -0.48905], [-0.79506, -0.30914, 0.68454], [-0.10130, 1.49423, -2.03211], [-0.88782, -1.28542, -1.40309], [-0.13869, 1.16670, 2.80226], [0.35176, -0.00401, 1.98207], [1.89429, -0.45023, -0.20665], [-1.72834, -0.42626, 0.86499]],
  "forces_ev_per_a": [[4.410, 0.309, 1.898], [1.833, 2.498, -2.074], [-2.058, -3.361, -2.745], [3.039, 0.964, 2.407], [-0.652, 0.259, 0.174], [-2.063, -0.150, 1.240], [0.388, -1.165, -0.835], [-1.899, 0.938, -0.339], [-0.372, 0.270, -0.425], [-2.627, -0.560, 0.700]]
}

---

{
  "formula": "C3H2NO4S",
  "method": "ωB97M-V with the def2-TZVPD basis set",
  "homo_energy_ev": -4.17,
  "lumo_ev": 3.67,
  "total_charge": -1,
  "e_above_lowest_kj_mol": 147.6,
  "spin_multiplicity": 1,
  "homo_lumo_gap_ev": 7.8430,
  "species": ["C", "C", "C", "N", "O", "O", "O", "O", "S", "H", "H"],
  "xyz": [[-1.15365, -0.78721, 0.70747], [-0.21696, -2.22190, 1.81477], [-0.12733, 0.30141, 0.60377], [0.94904, -1.81275, 2.05302], [-2.26260, -0.82161, 0.27756], [-0.77516, -3.19958, 2.16034], [2.34964, 0.35309, 1.62534], [1.95840, -1.26021, -0.19681], [1.45114, -0.62298, 1.01576], [0.02019, 0.75127, -0.38235], [-0.45609, 0.87566, 1.40577]],
  "forces_ev_per_a": [[1.266, -2.566, 0.930], [-2.888, 1.746, -1.927], [1.069, -2.629, -1.262], [3.960, 3.161, -0.521], [-0.395, 0.181, -0.172], [-1.941, -1.810, 0.450], [-0.701, -0.878, 0.020], [-0.650, 0.637, 0.483], [0.309, 0.154, 0.264], [-0.238, 0.167, 0.372], [0.209, 1.839, 1.361]]
}